[1]
A structure of composition C44H54As3NO2Pd. Source: the Open Molecules 2025 dataset; level of theory: the ωB97M-V functional and the def2-TZVPD basis.

ORCA input file:
```
! wB97M-V def2-TZVPD RIJCOSX def2/J DEFGRID3
* xyz 2 5
Pd 0.504 -0.571 -0.063
O 0.320 -0.289 1.947
C 1.405 -0.154 2.846
C 2.492 0.751 2.220
C 3.312 0.174 1.097
C 4.679 0.010 1.238
C 5.425 -0.436 0.161
C 4.782 -0.714 -1.033
C 3.407 -0.568 -1.108
C 2.666 -0.946 -2.366
C 1.659 0.097 -2.872
O 0.507 0.094 -2.067
C 2.282 1.496 -2.889
C 1.639 2.578 -2.306
C 2.219 3.840 -2.321
C 3.452 4.031 -2.923
C 4.098 2.953 -3.513
C 3.517 1.694 -3.495
C 1.129 -0.271 -4.277
C 1.961 -0.836 -5.238
C 1.481 -1.118 -6.510
C 0.163 -0.846 -6.840
C -0.671 -0.276 -5.890
C -0.192 0.012 -4.621
N 2.698 -0.123 -0.060
C 0.805 0.522 4.088
C 1.425 1.528 4.819
C 0.807 2.084 5.936
C -0.437 1.637 6.346
C -1.060 0.619 5.634
C -0.444 0.071 4.521
C 1.999 -1.519 3.211
C 2.178 -2.506 2.243
C 2.754 -3.729 2.552
C 3.164 -3.995 3.852
C 2.992 -3.025 4.826
C 2.415 -1.802 4.509
H 3.196 1.052 2.992
H 1.995 1.655 1.859
H 5.148 0.234 2.185
H 6.496 -0.561 0.249
H 5.335 -1.048 -1.899
H 2.116 -1.880 -2.202
H 3.408 -1.160 -3.130
H 0.673 2.429 -1.843
H 1.707 4.677 -1.864
H 3.906 5.013 -2.940
H 5.058 3.092 -3.991
H 4.038 0.872 -3.971
H 2.999 -1.053 -5.026
H 2.147 -1.550 -7.245
H -0.206 -1.067 -7.832
H -1.697 -0.045 -6.145
H -0.840 0.480 -3.893
H 2.401 1.903 4.546
H 1.309 2.868 6.487
H -0.911 2.067 7.218
H -2.022 0.243 5.960
H -0.920 -0.740 3.984
H 1.870 -2.335 1.215
H 2.887 -4.474 1.777
H 3.613 -4.947 4.100
H 3.304 -3.218 5.844
H 2.288 -1.064 5.291
C -0.912 -3.897 0.756
As -1.328 -2.211 -0.086
C -2.171 -2.791 -1.731
C -2.787 -1.667 1.094
C -3.503 -0.313 0.911
C -4.732 -0.343 1.832
C -2.630 0.874 1.350
As -1.100 1.423 0.263
C -0.393 2.798 1.416
C -1.940 2.531 -1.112
C -3.951 -0.183 -0.552
As -5.244 1.204 -0.978
C -5.124 1.548 -2.861
C -7.047 0.628 -0.649
H -1.815 -4.507 0.791
H -0.536 -3.713 1.761
H -0.144 -4.410 0.181
H -3.133 -3.258 -1.518
H -1.515 -3.532 -2.186
H -2.287 -1.967 -2.432
H -2.334 -1.682 2.088
H -3.522 -2.477 1.057
H -4.427 -0.535 2.860
H -5.434 -1.128 1.541
H -5.255 0.618 1.833
H -2.204 0.666 2.334
H -3.254 1.770 1.452
H -1.166 3.547 1.591
H 0.461 3.265 0.926
H -0.089 2.342 2.354
H -2.909 2.883 -0.749
H -2.042 2.001 -2.058
H -1.311 3.404 -1.282
H -4.497 -1.075 -0.887
H -3.119 -0.010 -1.238
H -4.123 1.875 -3.129
H -5.857 2.294 -3.157
H -5.354 0.588 -3.330
H -7.260 0.565 0.413
H -7.113 -0.360 -1.113
H -7.730 1.322 -1.133
*
```


[2]
A structure of composition C32H34IN11O10P2SW in a non-equilibrium geometry. Source: the Open Molecules 2025 dataset; level of theory: the ωB97M-V functional and the def2-TZVPD basis.

ORCA input file:
```
! wB97M-V def2-TZVPD RIJCOSX def2/J DEFGRID3
* xyz 0 3
W 0.103 -0.549 0.114
C -0.343 -0.167 4.613
C -1.466 0.504 3.896
N -2.368 1.169 4.580
C -3.329 1.863 3.939
C -3.418 1.979 2.575
C -4.510 2.800 1.945
O -4.015 3.864 1.140
C -2.452 1.278 1.820
C -2.404 1.376 0.381
N -1.557 0.836 -0.428
C -1.948 0.953 -1.826
C -3.280 0.762 -2.183
C -3.654 0.913 -3.511
C -2.710 1.255 -4.472
C -1.376 1.398 -4.104
C -1.010 1.214 -2.786
I 1.360 1.247 -1.717
C -1.527 0.503 2.476
O -0.641 -0.214 1.802
H -0.614 -0.293 5.658
H 0.556 0.453 4.551
H -0.114 -1.135 4.175
H -4.048 2.370 4.573
H -5.173 3.171 2.731
H -5.117 2.188 1.275
H -3.456 4.427 1.687
H -3.167 2.010 -0.060
H -4.018 0.444 -1.456
H -4.688 0.759 -3.790
H -3.014 1.399 -5.501
H -0.629 1.654 -4.850
C -2.341 -5.417 1.471
C -1.629 -4.217 0.877
O -0.806 -4.625 -0.206
P -2.768 -2.913 0.255
O -3.579 -3.475 -0.989
O -3.892 -2.674 1.333
O -1.974 -1.729 -0.172
P -0.726 -3.195 2.099
O 0.195 -4.083 3.037
O -1.782 -2.527 2.904
O 0.211 -2.444 1.150
H -2.950 -5.917 0.717
H -2.976 -5.124 2.306
H -1.595 -6.125 1.830
H -0.022 -4.046 -0.238
H -4.435 -3.864 -0.764
H -3.408 -2.477 2.178
H 1.078 -4.230 2.661
N 3.257 -0.722 1.895
C 2.957 -1.704 0.990
N 3.506 -2.895 1.034
N 2.960 -3.542 -0.030
N 2.142 -2.795 -0.651
N 2.114 -1.560 -0.047
C 2.503 0.412 1.994
N 2.676 1.374 2.873
N 1.720 2.286 2.555
N 1.030 1.903 1.553
N 1.517 0.694 1.145
H 3.933 -0.924 2.611
O 0.069 -1.595 -1.699
S -0.767 -1.751 -2.978
C 0.292 -1.250 -4.363
C 1.472 -2.106 -4.707
C 2.544 -2.210 -3.826
C 3.628 -3.013 -4.142
C 3.663 -3.692 -5.352
C 2.611 -3.565 -6.249
C 1.516 -2.779 -5.924
C -0.840 -3.521 -3.213
C -1.662 -3.835 -4.437
C -1.158 -4.688 -5.412
C -1.918 -5.005 -6.529
C -3.185 -4.462 -6.685
C -3.696 -3.612 -5.714
C -2.941 -3.305 -4.591
H 0.591 -0.240 -4.079
H -0.422 -1.172 -5.186
H 2.521 -1.673 -2.890
H 4.443 -3.108 -3.436
H 4.512 -4.316 -5.598
H 2.642 -4.080 -7.200
H 0.688 -2.688 -6.617
H -1.312 -3.893 -2.306
H 0.179 -3.906 -3.263
H -0.166 -5.105 -5.293
H -1.516 -5.673 -7.279
H -3.777 -4.707 -7.557
H -4.686 -3.190 -5.827
H -3.350 -2.651 -3.829
*
```


[3]
A structure of composition C17H14BrCuNO3S in a non-equilibrium geometry. Source: the Open Molecules 2025 dataset; level of theory: the ωB97M-V functional and the def2-TZVPD basis.

ORCA input file:
```
! wB97M-V def2-TZVPD RIJCOSX def2/J DEFGRID3
* xyz -2 2
C -1.337 -0.968 -1.898
C -1.769 -2.097 -1.122
C -2.155 -1.460 0.191
H -1.325 -3.100 -1.196
C -2.352 -0.041 -0.055
C -1.862 0.245 -1.340
H -1.917 1.228 -1.821
H -0.814 -0.989 -2.858
H -2.374 -1.942 1.138
H -2.879 0.642 0.601
Cu -0.267 -1.609 0.079
Br 0.940 -2.474 1.720
C 2.149 1.497 0.482
C 1.350 2.293 -0.428
C 1.202 1.532 -1.632
H 0.789 3.156 -0.169
C 1.875 0.281 -1.456
C 2.485 0.264 -0.154
H 2.913 -0.626 0.305
H 2.278 1.679 1.520
H 0.552 1.733 -2.455
H 1.908 -0.549 -2.172
O 1.337 3.155 5.275
S 1.432 1.812 4.782
O 2.555 0.989 5.133
N 1.005 1.655 3.203
C -0.204 1.113 2.911
O -0.749 1.080 1.786
C -0.800 0.593 4.186
C -1.967 -0.157 4.387
C -2.377 -0.498 5.686
C -1.625 -0.077 6.817
C -0.444 0.656 6.594
C -0.059 0.961 5.297
H -2.535 -0.479 3.504
H -3.276 -1.082 5.873
H -1.933 -0.310 7.826
H 0.183 0.998 7.421
*
```


[4]
An isolated molecule of C4H5NOS in a non-equilibrium geometry. Source: the Open Molecules 2025 dataset; level of theory: the ωB97M-V functional and the def2-TZVPD basis.

**SMILES string**: Oc1cc[nH]c1S

ORCA input file:
```
! wB97M-V def2-TZVPD RIJCOSX def2/J DEFGRID3
* xyz 0 1
O -1.194 -0.517 -1.780
C -0.621 -0.035 -0.642
C -1.357 0.628 0.396
C -0.431 0.816 1.388
N 0.792 0.405 1.000
C 0.689 -0.202 -0.275
S 1.964 -0.819 -1.288
H -0.545 -0.923 -2.326
H -2.403 0.958 0.354
H -0.710 1.237 2.364
H 1.652 0.517 1.543
H 2.165 -2.064 -0.734
*
```


E_tot: -238068.13174, -109945.05850, -151003.88648, -18601.32489 (eV)